[1]
The following is a DFT calculation (ωB97M-V/def2-TZVPD) of C3H2O2S in the gas phase at a distorted geometry.

Output
HOMO (alpha / beta) = -0.3039 / -0.3864 Ha
Multiplicity = 3
Energy = -663.9464 Eh
E_LUMO (alpha / beta) = -1.3 / -2.8 eV
Relative energy (zero: lowest compared OMol25 entry of this formula, charge and spin) = 289.6 kJ/mol

Element x y z (Å)
C (-1.500, -0.952, 1.113)
C (-0.900, -1.095, -0.312)
C (-2.514, 0.080, 1.055)
O (0.133, -1.567, -0.659)
O (-3.821, 0.694, -0.848)
S (-2.683, 1.184, -0.165)
H (-0.950, -1.141, 2.054)
H (-1.720, -0.587, -1.114)

Mulliken atomic charge list, values in e, 6 entries: -0.09 0.14 -0.08 -0.41 -0.35 0.23

[2]
The following is a DFT calculation (ωB97M-V/def2-TZVPD) of a molecular structure, C3H2O3 at a distorted geometry.

Output
HOMO = -0.3508 Ha
Energy = -341.1117 Eh
E_LUMO = 0.6 eV
Relative energy (zero: lowest compared OMol25 entry of this formula, charge and spin) = 328.6 kJ/mol

Element x y z (Å)
C (0.278, -0.972, -0.063)
C (0.535, 0.299, -0.023)
C (-1.422, 0.286, -0.103)
O (-2.405, 0.955, -0.152)
O (-1.138, -1.001, -0.141)
O (1.726, 0.938, -0.165)
H (0.615, -1.988, 0.092)
H (1.812, 1.484, 0.554)

Mulliken atomic charge list, values in e, 6 entries: -0.07 -0.06 0.61 -0.43 -0.26 -0.45

[3]
The following is a DFT calculation (ωB97M-V/def2-TZVPD) of a molecular structure, C3H2O3Pt at a distorted geometry.

Output
HOMO (alpha / beta) = -0.4720 / -0.5331 Ha
Multiplicity = 4
Energy = -459.9424 Eh
E_LUMO (alpha / beta) = -4.8 / -8.1 eV
Net charge = +1
Relative energy (zero: lowest compared OMol25 entry of this formula, charge and spin) = 212.2 kJ/mol

Element x y z (Å)
C (-1.294, -0.607, 0.001)
C (-1.521, 0.833, -0.017)
O (-0.359, 1.413, -0.017)
C (0.787, 0.401, 0.020)
O (0.262, -0.754, 0.025)
O (1.932, 0.755, 0.017)
Pt (3.556, 0.140, -0.023)
H (-1.668, -1.097, -0.910)
H (-1.695, -1.085, 0.904)

Mulliken atomic charge list, values in e, 6 entries: 0.01 -0.11 -0.11 0.66 -0.32 -0.26

[4]
The following is a DFT calculation (ωB97M-V/def2-TZVPD) of 3 unconnected molecules or ions with the total composition C3H2O3S at a distorted geometry.

Output
HOMO = -0.3982 Ha
Energy = -739.2132 Eh
E_LUMO = -0.8 eV
Relative energy (zero: lowest compared OMol25 entry of this formula, charge and spin) = 625.2 kJ/mol

Element x y z (Å)
C (-0.077, 0.407, 1.149)
C (1.041, -0.706, 1.084)
C (-0.066, -0.476, -1.120)
H (1.441, -1.440, 2.374)
H (2.409, -0.031, 0.393)
O (-0.491, 0.977, 2.100)
O (0.208, -1.515, -0.112)
O (0.180, -0.873, -2.294)
S (-0.525, 1.088, -0.437)

Mulliken atomic charge list, values in e, 6 entries: 0.55 -0.44 0.61 0.35 0.25 -0.43

[5]
The following is a DFT calculation (ωB97M-V/def2-TZVPD) of C3H2O3S in the gas phase at a distorted geometry.

Output
HOMO = -0.3464 Ha
Energy = -739.3295 Eh
E_LUMO = -0.9 eV
Relative energy (zero: lowest compared OMol25 entry of this formula, charge and spin) = 319.8 kJ/mol

Element x y z (Å)
C (0.068, 1.109, 0.014)
C (0.064, -1.143, -0.106)
C (-0.965, -0.030, -0.058)
O (-0.042, 2.234, 0.301)
O (-0.075, -2.210, 0.340)
O (2.630, 0.024, 0.418)
S (1.567, 0.002, -0.579)
H (-1.612, 0.000, 0.716)
H (-1.635, 0.015, -1.047)

Mulliken atomic charge list, values in e, 6 entries: 0.44 0.47 -0.46 -0.41 -0.41 -0.51

[6]
The following is a DFT calculation (ωB97M-V/def2-TZVPD) of 2 unconnected molecules or ions with the total composition C3H2O3S at a distorted geometry.

Output
HOMO = -0.3265 Ha
Energy = -739.2930 Eh
E_LUMO = -0.8 eV
Relative energy (zero: lowest compared OMol25 entry of this formula, charge and spin) = 415.6 kJ/mol

Element x y z (Å)
C (0.447, -0.468, 1.647)
C (-0.212, -0.464, -1.137)
C (-0.092, 0.619, 1.167)
O (0.623, -1.477, 2.189)
O (-0.890, -1.413, -1.068)
O (0.315, 0.374, -3.368)
S (0.484, 0.741, -1.947)
H (-1.088, 0.636, 1.764)
H (0.413, 1.453, 0.753)

Mulliken atomic charge list, values in e, 6 entries: 0.83 0.60 -1.13 -0.32 -0.33 -0.54

[7]
The following is a DFT calculation (ωB97M-V/def2-TZVPD) of a molecular structure, C3H2O3Sr at a distorted geometry.

Output
HOMO (alpha / beta) = -0.3570 / -0.3880 Ha
Multiplicity = 2
Energy = -371.6674 Eh
E_LUMO (alpha / beta) = -5.4 / -5.5 eV
Net charge = +1
Relative energy (zero: lowest compared OMol25 entry of this formula, charge and spin) = 151.9 kJ/mol

Element x y z (Å)
O (1.116, -0.959, -4.986)
C (0.672, -1.229, -3.968)
O (0.187, -1.527, -2.945)
O (-0.589, -0.072, 1.049)
C (-0.862, 0.599, 2.098)
C (-0.167, 1.411, 2.901)
H (-0.581, 1.741, 3.854)
H (0.868, 1.689, 2.658)
Sr (-0.645, -1.654, -0.661)

Mulliken atomic charge list, values in e, 6 entries: -0.20 0.55 -0.48 -0.75 -0.04 -0.60

[8]
The following is a DFT calculation (ωB97M-V/def2-TZVPD) of C3H2OS in the gas phase at a distorted geometry.

Output
HOMO (alpha / beta) = -0.3307 / -0.3328 Ha
Energy = -588.7722 Eh
E_LUMO (alpha / beta) = -1.4 / -1.4 eV
Relative energy (zero: lowest compared OMol25 entry of this formula, charge and spin) = 290.5 kJ/mol

Element x y z (Å)
C (-0.085, -0.014, -0.046)
C (-1.390, -0.746, -0.160)
C (-2.570, -1.407, -0.261)
O (-4.156, -2.993, 0.897)
S (-3.947, -2.260, -0.356)
H (0.444, -0.093, 0.879)
H (0.281, 0.535, -0.885)

Mulliken atomic charge list, values in e, 6 entries: -0.69 0.57 -0.17 -0.46 0.21 0.26